(1)
ORCA calculation (ωB97M-V with the def2-TZVPD basis set) on a structure of composition C23H37CoO2.

energy	-2431.6434	Ha
max |F|	6.18	eV Å⁻¹
HOMO level (alpha / beta)	-1.71 / -3.58	eV

ORCA input file:
```
! RIJCOSX wB97M-V def2-TZVPD def2/J DEFGRID3
* xyz -1 4
C -0.74920 -1.40910 -8.32839
C 0.41608 0.71349 -9.17318
H 2.24271 1.26812 1.67698
O 0.52692 0.22062 -7.01084
H 1.05726 -1.93810 2.42185
C 2.72456 3.10601 0.72945
C -0.38902 2.59623 -4.77394
H 3.28426 2.71427 -0.12673
H -1.03542 3.42629 -4.49376
H 2.65182 -0.69385 -8.39596
H 2.52215 -0.53383 -1.45794
C 0.34204 -2.36955 0.32579
H -0.55365 0.81948 -9.68428
H -1.92699 1.10385 2.72136
C 1.03688 2.75653 -4.26190
H -0.34552 2.07445 -7.64005
H 0.61755 -0.37569 -4.71989
C 1.76124 -1.32841 -8.51396
H 3.43627 3.32453 1.53788
H 2.24331 4.04405 0.42330
H 0.95386 3.19588 -3.24216
C -2.20605 0.74097 -0.61032
C -1.62010 -0.56290 1.24651
H -2.59584 2.59342 0.59846
H 0.00084 2.17066 -0.12819
C 0.82905 -1.91888 -0.94807
H -0.45514 -3.08749 0.49420
H -1.98662 -1.48262 -0.82909
C -0.80217 1.24133 -4.18611
H -0.36068 2.50441 -5.85613
C -1.82855 -0.59301 -0.21043
H 2.87634 -0.38331 1.24632
C 1.68558 2.09413 1.21276
C -2.26659 1.55379 0.55612
H 1.45846 1.50078 -0.87900
H 1.42544 3.00907 3.15782
C 1.92677 -1.02464 -0.70078
H -1.57895 -1.41792 1.91358
C 0.52971 0.48802 -4.03609
C 2.09671 -0.92978 0.72115
H 0.60217 0.09311 -2.99672
C 0.52564 1.43401 -7.83575
H 1.62312 3.42564 -4.89191
H -2.46629 1.04863 -1.61800
H 0.48169 -2.23279 -1.92641
H -1.18405 1.39405 -3.17475
H -1.64045 -0.83219 -8.04863
H -0.61936 -2.25103 -7.63694
H 1.47085 1.97340 -7.67588
H 0.27566 3.58530 1.92299
H -0.89266 -1.80052 -9.34854
H 1.75973 -1.70786 -9.55047
Co 0.21720 -0.41218 0.16411
C 0.48982 -0.53898 -8.25794
C 1.13167 -1.75989 1.35224
H 1.81149 -2.18085 -7.82598
C 0.80943 2.70306 2.30343
H 0.06913 1.98433 2.66712
H 1.28111 0.85655 -9.83819
O 1.62453 1.43489 -4.26437
H -1.54110 0.70880 -4.78160
C 0.86112 1.52092 0.04722
C -1.90796 0.77504 1.68055
*
```

(2)
ORCA calculation (ωB97M-V with the def2-TZVPD basis set) on a structure of composition C23H37F5N2O6S.

energy	-2356.9552	Ha
max |F|	1.82	eV Å⁻¹
HOMO level	-8.90	eV

ORCA input file:
```
! RIJCOSX wB97M-V def2-TZVPD def2/J DEFGRID3
* xyz 0 1
C 3.84257 -2.46802 0.13870
C 0.58786 -1.55878 1.46722
O -2.73002 0.29946 2.64531
H 0.56446 3.04233 -2.93263
F 3.93601 -1.95730 -1.11679
C -3.28090 0.57599 1.36065
C 4.54997 1.13533 -1.88270
H -6.04677 3.84443 2.45835
O -5.59146 -0.83105 2.84321
H 3.14367 -1.93395 2.14715
H -4.30424 4.08102 2.67953
C -1.76909 -4.32938 -1.06961
C 6.21670 2.72184 -1.41700
C 1.45965 3.63341 -2.70311
H -6.54982 -2.57999 3.40012
H 1.16419 4.67244 -2.50348
H -1.58805 -5.63281 0.62220
H 3.13641 3.48102 -1.33520
H -5.04025 4.25871 1.05221
H 6.56538 3.71174 -1.70809
H 0.94393 -2.10326 2.35697
C -3.64392 2.03334 1.16308
H 7.01721 1.99570 -1.59377
N -1.73153 -2.48848 -2.76858
H 1.54492 3.33186 -0.60428
C -0.61774 -3.71273 0.99910
H 1.07820 4.65845 -5.09120
C -5.07163 3.70175 1.99478
H 1.74446 -1.23606 -0.43273
C 3.20068 -1.50690 1.13690
H 0.99570 2.86887 -5.17923
C -3.64676 0.28431 3.73335
C -1.45985 -3.02992 -1.58641
F 5.13858 -2.66074 0.55816
H -2.48567 0.33091 0.65096
C 3.11468 1.02622 -2.35479
C 1.65899 3.73046 -5.04046
H -3.73483 2.24361 0.08884
C 3.16571 -3.88772 0.05874
H 2.99481 1.39909 -3.37316
C -4.52049 -0.95301 3.76501
H 5.96067 2.74483 -0.35117
H -2.31355 -5.01967 -1.71996
H 4.59440 0.95759 -0.80114
O -4.89534 2.32070 1.76927
H 2.84739 -0.03290 -2.36596
C 1.79555 -0.99506 0.63541
H 3.84971 -0.61339 1.14647
H -5.40364 -2.72266 2.02765
H -4.24189 1.19870 3.76165
H -3.02415 0.27769 4.63139
H -4.94976 -1.07320 4.76904
S -1.11538 -0.98963 -2.80835
N -0.46474 -0.92066 -1.32139
C -1.37704 -4.65385 0.18733
H 1.73303 0.10233 0.69853
F 4.14649 -4.82632 0.05876
F 2.51602 -4.04460 -1.10283
H -0.05114 -0.74510 1.85704
O 5.07936 2.41584 -2.19295
F 2.39155 -4.16543 1.11164
H 5.16166 0.38440 -2.39944
O 2.34456 3.63586 -3.81160
H -3.91166 -1.83363 3.52588
H -6.96508 -1.91071 1.80647
H -0.29780 -4.03669 1.99462
O 2.17966 1.63512 -1.46964
C -0.69521 -2.10016 -0.75303
H 2.39744 3.73176 -5.84004
C -6.15146 -2.08180 2.50890
C -0.25102 -2.47277 0.56516
H -4.12197 -0.08353 1.14142
H -2.85908 2.66740 1.59209
C 2.14071 3.05735 -1.47857
*
```

(3)
ORCA calculation (ωB97M-V with the def2-TZVPD basis set) on a structure of composition C23H37GeN4STi.

energy	-4442.0294	Ha
max |F|	3.07	eV Å⁻¹
HOMO level (alpha / beta)	-10.74 / -10.74	eV

ORCA input file:
```
! RIJCOSX wB97M-V def2-TZVPD def2/J DEFGRID3
* xyz 1 1
H -2.54245 0.23045 3.60616
C 4.38438 0.53792 2.98364
C -4.85889 -0.79380 3.40897
C 1.26594 1.24509 -1.33022
H -0.99323 3.75246 -3.89062
C -2.31366 0.50823 -2.61301
H 3.47399 -2.11279 -1.09185
C 2.27735 -3.51291 0.20523
H -0.85263 -1.07825 -2.78519
C -0.51662 4.27156 -3.05441
H 0.92612 1.22385 4.51038
H -5.67949 -1.50896 3.43913
N -0.31087 0.08894 2.81058
H -5.15916 0.04826 2.78437
C 0.85343 2.23964 -2.42298
C 1.88952 0.45967 2.79413
N -2.47730 -0.53139 2.94578
H 2.05498 0.58798 -1.70656
H -1.21053 5.03278 -2.69673
C 5.61716 -0.03776 2.69596
H -4.76851 1.55988 -3.51390
C 3.24828 0.00883 2.42033
H 4.31264 1.38102 3.65251
H 1.24674 -1.74843 -2.42400
C -0.14127 3.29279 -1.94889
C -1.41493 -0.56893 -1.99807
C 1.32999 -2.34368 -1.53057
H -2.02933 -1.32379 -1.49849
C 0.35890 -3.20966 -1.00006
C -3.60779 -1.45885 2.86669
H -3.38138 -2.36873 3.42561
H 0.44584 -4.66201 0.67590
H 2.54089 1.91848 4.23409
Ge -0.19898 0.11063 -0.62592
H 4.48178 -2.42041 0.63461
Ti 1.26014 -1.55345 0.78200
N 0.92017 -0.23733 2.29533
H -3.54990 1.75404 -4.77611
H 0.36844 4.78099 -3.44228
C 5.65437 -1.12405 1.85299
C -1.25316 -0.76676 2.47342
C -4.17646 1.02263 -4.25888
H -3.96666 -0.77706 -3.08792
H -4.69964 -0.43149 4.42736
N 3.27803 -1.02882 1.56438
H -2.85367 1.03574 -1.81901
H -2.78506 -0.62170 -4.37644
H 1.67773 1.78284 -0.46944
C 0.93906 -3.91985 0.06967
H -3.74734 -1.74037 1.82401
H 0.29032 3.83453 -1.10014
H 2.98429 -3.96814 0.87869
H -4.86577 0.59990 -4.99042
H 1.74299 2.74742 -2.81056
H -1.04481 2.80608 -1.57470
H 0.42483 1.69411 -3.27095
H 6.52399 0.35401 3.13768
H -1.70502 1.25730 -3.12706
C 2.52725 -2.53515 -0.80308
C 4.46313 -1.57846 1.30610
H -0.64726 -3.34063 -1.36583
H -1.06562 1.01319 0.27673
S -0.99252 -2.14476 1.43696
H 6.58014 -1.62265 1.60375
H 1.15570 2.38957 3.23076
C 1.63427 1.55934 3.75651
C -3.32284 -0.05914 -3.60612
*
```